Record 1
Entry from the OMol25 dataset: a structure of composition C5H8N2S (wB97M-V/def2-TZVPD).

```
! wB97M-V def2-TZVPD RIJCOSX def2/J DEFGRID3
* xyz 0 1
C -1.96400 1.44167 -0.60482
C -1.12826 0.82691 0.52136
C 1.11602 -0.17919 0.13222
C -1.17250 -0.71002 0.13007
C -2.37627 -1.38508 -0.10940
H -1.21553 2.60437 -1.03656
H -3.09618 1.42690 -0.24506
H -1.80862 0.32290 -1.48484
H -1.41311 1.15296 1.67538
H 0.65646 1.82328 0.60934
H 0.12657 -2.06110 -0.50663
H -2.28464 -2.49160 -0.21599
H -3.24008 -0.58563 0.31185
N 0.35196 0.90574 0.39912
N 0.15839 -1.18080 0.12810
S 2.61580 -0.01452 -0.20092
*
```

Computed properties:
**Orbital gap**: 0.327 Eh
**DFT total energy**: -19124.7857 eV
**ΔE to the lowest compared entry with this formula, charge and spin**: 5.636 eV



Record 2
Entry from the OMol25 dataset: a structure of composition C2HF3N2 (wB97M-V/def2-TZVPD).

```
! wB97M-V def2-TZVPD RIJCOSX def2/J DEFGRID3
* xyz 0 1
C 1.15613 0.97111 -0.32623
C -0.79814 -0.75616 0.15366
N 0.48910 1.62727 0.49452
N -0.19954 0.83072 -0.56253
F -0.94036 -1.61188 -0.83399
F 0.12306 -1.18661 1.00314
F -1.93307 -0.53022 0.76209
H 2.10282 0.65576 -0.69066
*
```

Computed properties:
**Orbital gap**: 0.378 Eh
**DFT total energy**: -13218.8802 eV
**ΔE to the lowest compared entry with this formula, charge and spin**: 3.331 eV



Record 3
Entry from the OMol25 dataset: an isolated molecule of C4H4N2O (wB97M-V/def2-TZVPD).

```
! wB97M-V def2-TZVPD RIJCOSX def2/J DEFGRID3
* xyz 0 1
C 0.87499 -0.24758 -0.92864
C -0.37975 -0.28562 -0.17951
C -1.36639 0.60911 -0.80410
N -2.01480 1.26428 -1.49776
C -0.00219 -0.05146 1.21460
N -0.03593 0.04300 2.37539
O 0.27877 0.19831 3.52727
H 0.64498 -0.58292 -1.91121
H 1.74974 -0.53371 -0.44542
H 1.20522 0.90172 -1.01195
H -0.95465 -1.31512 -0.33867
*
```

Computed properties:
**Orbital gap**: 0.383 Eh
**DFT total energy**: -9236.1846 eV
**SMILES string**: C[C@H](C#N)C#[N+][O-]
**ΔE to the lowest compared entry with this formula, charge and spin**: 4.303 eV



Record 4
Entry from the OMol25 dataset: a structure of composition C6H24KN12O6 (wB97M-V/def2-TZVPD).

```
! wB97M-V def2-TZVPD RIJCOSX def2/J DEFGRID3
* xyz 1 1
K 0.32882 -0.43949 0.45784
C -0.07877 2.44072 -2.07866
O -0.64869 1.47333 -1.56265
N 1.09977 2.37804 -2.78965
N -0.54589 3.67207 -2.00662
H 1.13536 3.01641 -3.56728
H 1.62582 1.52756 -2.89925
H -1.45432 3.92414 -1.66090
H 0.16359 4.37075 -2.15987
C -1.95141 1.53426 2.95249
O -2.07204 2.65255 3.42560
N -1.98241 0.35744 3.63830
N -2.00519 1.25445 1.60943
H -2.46085 0.37866 4.52399
H -1.97210 -0.44531 3.03778
H -2.19270 0.32384 1.27402
H -2.03915 2.00609 0.94191
C 3.21572 -1.50131 -1.01133
O 2.16043 -0.91109 -1.29300
N 3.70130 -2.56498 -1.66097
N 3.86139 -1.09051 0.09266
H 3.29792 -3.06985 -2.42924
H 4.56285 -2.95450 -1.31420
H 4.73904 -1.43273 0.44606
H 3.46437 -0.30465 0.56931
C -2.56475 -2.69169 1.39330
O -2.08216 -1.57307 1.19410
N -3.70336 -2.86639 2.09114
N -1.83661 -3.82640 1.25638
H -4.28947 -2.08849 2.34114
H -3.99838 -3.76965 2.41618
H -0.87481 -3.80058 0.96388
H -2.27119 -4.60917 1.71085
C -0.94318 -2.31710 -1.97217
O -0.19608 -2.78139 -1.10340
N -0.48231 -1.40843 -2.85311
N -2.20588 -2.72875 -2.12979
H 0.48641 -1.16488 -2.69798
H -1.14487 -0.67753 -3.06397
H -2.89593 -2.18362 -2.61777
H -2.47383 -3.22610 -1.29170
C 1.82515 2.85109 1.02394
O 0.89930 2.08215 1.33745
N 1.63708 4.14323 0.74122
N 3.10142 2.43666 1.06143
H 2.31636 4.79412 1.10020
H 0.67225 4.42818 0.69145
H 3.80547 2.88191 0.49628
H 3.26651 1.50005 1.37516
*
```

Computed properties:
**Orbital gap**: 0.331 Eh
**DFT total energy**: -53105.6482 eV
**ΔE to the lowest compared entry with this formula, charge and spin**: 1.324 eV



Record 5
Entry from the OMol25 dataset: an isolated molecule of C23H32N4O4S (wB97M-V/def2-TZVPD).

```
! wB97M-V def2-TZVPD RIJCOSX def2/J DEFGRID3
* xyz 0 1
O -1.03251 -5.57275 -0.61137
C -0.11905 -4.91799 -0.19322
N 1.12770 -5.43562 0.21941
C 2.00841 -4.47439 0.60196
O 3.14417 -4.62395 0.96788
C 1.25560 -3.15257 0.44519
C 1.94370 -2.23946 -0.58578
C 1.18462 -0.92347 -0.57526
O 0.15578 -0.83475 -1.23014
N 1.63117 0.07827 0.20940
C 2.80143 -0.07816 1.05898
C 4.09134 0.15441 0.33607
C 5.14242 -0.69975 0.20385
C 6.22127 -0.14607 -0.52363
C 5.97604 1.12114 -0.93557
S 4.42554 1.67050 -0.43950
C 0.75302 1.27670 0.26722
C -0.61292 0.67797 0.69534
O -0.65387 0.01990 1.71905
N -1.69026 0.95706 -0.05151
C -2.97476 0.32723 0.19043
C -4.06737 1.38390 0.36044
C -5.40807 0.70778 0.63407
C -5.76738 -0.25409 -0.49498
C -4.66961 -1.29813 -0.67915
C -3.33390 -0.61679 -0.95644
C 1.16540 2.25541 1.37268
C 0.32374 3.52784 1.31922
C 0.55495 4.24706 -0.00264
C 0.11238 3.34480 -1.14666
C 0.82550 1.99278 -1.09245
N -0.04335 -3.58518 0.00998
H 1.33434 -6.42257 0.19834
H 1.18518 -2.63972 1.41368
H 1.82024 -2.68132 -1.57681
H 3.00380 -2.14795 -0.37044
H 2.71954 0.61915 1.89142
H 2.82031 -1.08008 1.49394
H 5.15830 -1.69192 0.62053
H 7.13406 -0.67503 -0.72922
H 6.60542 1.77654 -1.50358
H -1.54535 1.30216 -0.98590
H -2.86699 -0.23984 1.12096
H -3.80732 2.05151 1.18416
H -4.13662 1.98169 -0.55219
H -5.34539 0.15505 1.57372
H -6.18774 1.46457 0.74167
H -5.89273 0.30773 -1.42370
H -6.71554 -0.74714 -0.27285
H -4.92248 -1.96498 -1.50531
H -4.58689 -1.90322 0.22598
H -3.40321 -0.04159 -1.88397
H -2.54077 -1.35499 -1.08351
H 1.02713 1.77767 2.34490
H 2.21204 2.54043 1.24150
H -0.73354 3.27805 1.42719
H 0.60471 4.17246 2.15407
H -0.00546 5.18311 -0.02825
H 1.61586 4.48514 -0.10626
H -0.97022 3.22394 -1.08801
H 0.33958 3.81501 -2.10594
H 0.44607 1.33426 -1.87485
H 1.88650 2.16092 -1.29617
H -0.72398 -2.92865 -0.33799
*
```

Computed properties:
**Orbital gap**: 0.354 Eh
**DFT total energy**: -49359.4037 eV
**SMILES string**: O=C1NC(=O)[C@@H](CC(=O)N(Cc2cccs2)C2(C(=O)NC3CCCCC3)CCCCC2)N1
**ΔE to the lowest compared entry with this formula, charge and spin**: 0.033 eV



Record 6
Entry from the OMol25 dataset: a cluster of 3 separate species, C7H21N3O4 in total (wB97M-V/def2-TZVPD).

```
! wB97M-V def2-TZVPD RIJCOSX def2/J DEFGRID3
* xyz 0 1
C -19.04940 3.32559 15.10946
O -18.16356 3.39639 16.23652
C -16.97602 2.59928 16.17612
C -16.20689 2.74883 17.53915
N -16.34611 4.11710 17.99315
C -15.24085 4.98821 17.54817
C -14.89343 5.41013 16.09442
O -15.96392 6.19182 15.43858
C -15.88528 6.24336 13.93560
H -19.99118 3.83498 15.31359
H -19.22968 2.27168 14.89762
H -18.73821 3.89460 14.23340
H -16.52385 2.99574 15.26702
H -17.12976 1.56889 15.85558
H -15.17079 2.41035 17.54182
H -16.62987 2.13802 18.33672
H -17.27853 4.38054 17.70802
H -14.24824 4.69502 17.89005
H -15.47760 5.94466 18.01426
H -14.81339 4.46756 15.55288
H -13.90902 5.86525 15.98541
H -16.73333 6.72730 13.45113
H -15.75505 5.28711 13.42893
H -15.05662 6.92727 13.75205
N -18.14092 1.81452 11.29805
C -19.46147 1.73463 11.30150
N -19.87339 0.50955 11.00631
O -20.29883 2.57714 11.54483
H -17.60212 2.63650 11.53079
H -17.65405 0.96784 11.04077
H -20.87131 0.35384 11.00530
H -19.26666 -0.24551 10.72022
O -18.73213 5.18614 12.03685
H -19.02344 4.29764 11.83205
H -18.94398 5.69457 11.25401
*
```

Computed properties:
**Orbital gap**: 0.322 Eh
**DFT total energy**: -20258.0314 eV
**SMILES string**: COCCNCCOC.NC(N)=O.O



How do the records compare in maximum force? In the order shown, they have 0.09897, 0.09067, 0.09764, 0.05504, 0.01577, 0.06080 Eh/bohr.